Here is a cluster of 9 separate species, C28H70ClN2O12 in total in a non-equilibrium geometry from OMol25. Energies are from the ωB97M-V functional and the def2-TZVPD basis.

Structure (XYZ):
```
113
Properties=species:S:1:pos:R:3:lowdin_charge:R:1
Cl 27.827 7.548 22.808 0.55
O 27.492 6.516 21.909 -0.38
O 29.003 8.243 22.473 -0.37
O 26.711 8.397 22.562 -0.41
O 27.903 7.233 24.213 -0.39
C 28.505 0.875 24.536 -0.04
C 27.388 -0.029 25.046 -0.49
C 28.000 -1.305 25.775 -0.14
C 28.537 -1.149 27.183 -0.17
C 27.434 -0.444 28.070 -0.11
C 26.871 0.808 27.382 -0.49
N 26.542 0.761 25.918 -0.11
O 25.835 1.854 25.284 0.02
C 25.518 1.103 28.027 -0.07
C 27.686 2.086 27.707 -0.04
C 26.621 -0.602 23.809 -0.03
H 29.088 1.286 25.360 0.07
H 28.119 1.709 23.950 0.09
H 29.226 0.399 23.870 0.08
H 27.269 -2.106 25.885 0.11
H 28.778 -1.730 25.139 0.11
H 29.421 -0.516 27.265 0.10
H 28.745 -2.146 27.570 0.10
H 27.957 -0.266 29.010 0.12
H 26.571 -1.090 28.229 0.11
H 24.910 0.248 27.733 0.08
H 25.521 1.067 29.116 0.08
H 25.051 2.033 27.703 0.08
H 28.665 2.003 27.237 0.06
H 27.307 3.099 27.567 0.09
H 28.100 2.048 28.715 0.08
H 25.643 -0.963 24.128 0.08
H 27.109 -1.394 23.242 0.08
H 26.553 0.207 23.082 0.07
H 26.501 2.546 25.292 0.09
C 25.055 4.345 14.204 -0.01
C 23.582 4.875 14.502 -0.46
C 22.482 3.907 14.031 -0.16
C 22.229 2.591 14.778 -0.18
C 22.102 2.948 16.269 -0.14
C 23.201 3.902 16.781 -0.44
N 23.348 5.088 15.942 -0.19
O 24.097 6.028 16.479 0.02
C 22.692 4.361 18.258 -0.02
C 24.525 3.126 17.098 -0.03
C 23.320 6.229 13.763 -0.03
H 25.717 4.696 14.995 0.06
H 25.608 4.532 13.283 0.08
H 24.920 3.269 14.312 0.06
H 21.530 4.422 14.165 0.11
H 22.518 3.669 12.968 0.12
H 23.049 1.915 14.537 0.10
H 21.343 2.105 14.370 0.11
H 22.118 1.980 16.769 0.11
H 21.126 3.426 16.359 0.12
H 22.220 3.473 18.679 0.07
H 23.389 4.708 19.021 0.08
H 21.878 5.072 18.119 0.08
H 25.049 3.429 18.005 0.08
H 24.227 2.094 17.282 0.08
H 25.262 3.091 16.296 0.05
H 23.973 7.060 14.031 0.08
H 22.337 6.482 14.160 0.08
H 23.397 6.101 12.683 0.08
H 24.972 5.648 16.589 0.10
C 26.468 12.662 28.895 -0.09
C 26.532 11.702 27.729 -0.37
O 26.756 12.471 26.600 -0.06
H 25.581 13.290 28.818 0.07
H 27.347 13.305 28.849 0.08
H 26.208 12.087 29.784 0.07
H 25.562 11.256 27.511 0.11
H 27.104 10.802 27.955 0.11
H 26.810 11.815 25.902 0.09
C 28.414 12.289 16.509 -0.09
C 27.987 11.083 17.351 -0.36
O 28.853 10.020 17.226 -0.06
H 27.906 13.189 16.855 0.07
H 28.239 12.179 15.439 0.07
H 29.449 12.611 16.616 0.06
H 27.023 10.780 16.942 0.10
H 27.719 11.350 18.373 0.11
H 28.495 9.275 17.715 0.09
C 24.584 16.753 21.022 -0.10
C 25.087 15.394 21.416 -0.36
O 24.322 14.352 20.900 -0.06
H 25.062 17.601 21.512 0.07
H 23.576 16.837 21.429 0.07
H 24.571 17.011 19.963 0.07
H 25.008 15.317 22.500 0.11
H 26.108 15.313 21.041 0.11
H 24.970 13.650 20.804 0.09
C 33.183 4.144 25.950 -0.10
C 33.702 2.792 26.276 -0.35
O 35.098 2.884 26.483 -0.08
H 33.587 4.528 25.013 0.08
H 33.452 4.839 26.745 0.08
H 32.113 4.276 25.786 0.08
H 33.594 2.091 25.448 0.11
H 33.165 2.448 27.160 0.11
H 35.418 1.980 26.424 0.08
C 22.532 6.470 26.629 -0.14
O 21.798 5.260 26.370 -0.15
H 22.025 7.099 27.361 0.08
H 23.479 6.128 27.046 0.07
H 22.785 6.923 25.671 0.08
H 22.374 4.564 26.044 0.07
C 33.024 12.204 20.229 -0.23
O 31.993 12.295 21.090 -0.09
H 33.886 12.835 20.445 0.08
H 33.372 11.174 20.141 0.08
H 32.569 12.464 19.273 0.08
H 31.619 11.418 20.970 0.09
```

Results
ΔE to the lowest compared entry with this formula, charge and spin (kJ/mol): 553.85
Frontier orbital gap (eV): 7.57
Charge: -1